ORCA calculation (ωB97M-V/def2-TZVPD) on C33H69Br2I2N10O13S2 as an isolated structure.

Values from the calculation:
- Charge: -1
- Orbital gap: 6.97 eV
- Electronic energy: -254812.342 eV
- Maximum force: 5.608 eV/A
- Highest occupied orbital energy: -5.80 eV

Geometry as XYZ:
```
131
Properties=species:S:1:pos:R:3:forces:R:3:mulliken_charge:R:1
H 4.140368 1.182242 5.306142 -0.06 0.09 0.05 0.3391
H 1.365563 -10.613358 -3.214004 0.14 -0.08 -0.03 0.1804
H 1.406612 -0.545188 7.124116 -0.17 -0.03 -0.03 0.3001
H 2.155910 5.614428 9.709630 -0.07 0.09 -0.19 0.2567
N -1.146832 4.054303 -6.226411 0.63 -0.24 0.03 0.1282
N -3.954847 -0.590334 -1.022779 0.35 0.20 0.40 0.1519
O -4.927979 -7.121361 -9.385993 0.19 -0.05 0.02 -0.5932
C -0.732124 -12.647109 -1.880189 0.23 0.06 -0.14 -0.9261
O 2.735231 8.061310 7.340497 -1.06 1.83 -2.46 -0.5335
S 2.057767 6.422982 4.903746 0.42 -1.43 3.18 1.0083
H 0.166012 8.263280 11.356035 0.08 0.14 0.11 0.3069
H 0.181809 6.873480 0.197501 0.18 -1.17 0.99 0.2880
H 1.417171 7.206231 9.395131 0.04 -0.11 0.05 0.3242
C -2.200736 -6.022934 -7.305942 0.13 -0.33 -0.10 -1.0431
H 0.712959 7.613840 12.919950 0.01 -0.08 -0.08 0.3161
H -5.837611 0.240238 -1.340986 -0.04 0.02 -0.18 0.2977
H -2.306571 -7.393118 -10.209333 0.07 -0.16 0.00 0.3112
H -2.675439 -8.681243 -9.045251 0.13 -0.01 -0.13 0.2951
C 0.937509 7.669957 11.853461 0.06 -0.15 -0.25 -0.9030
H 0.451867 0.237819 -6.113196 0.01 -0.13 0.07 0.3985
C 0.721445 10.560251 6.011480 2.08 -1.96 0.08 -0.0505
H -0.967390 -10.610866 -0.326350 -0.03 -0.08 -0.03 0.3115
C -3.364864 0.365506 -0.252298 -0.08 -0.12 -0.12 0.1104
H -1.169817 -7.738780 -8.878046 -0.12 0.08 0.06 0.3610
H 0.561311 -3.429806 -4.156023 0.01 -0.04 -0.09 0.1051
H 1.416945 -12.396746 -3.223344 -0.09 0.06 0.10 0.3754
C 0.850130 -2.262652 -6.429457 -0.06 0.25 0.15 -0.9657
C -5.024898 -0.203751 -1.920856 0.10 0.27 0.15 -0.9667
O 0.111819 -1.881334 -2.929270 -0.08 0.06 -0.14 -0.4917
C 0.135110 6.027328 0.959870 -0.90 0.74 0.96 -0.8766
C -0.082208 3.409125 -5.677165 -0.30 0.22 -0.10 0.0373
N 1.084116 0.941124 -0.516821 0.49 0.27 0.56 0.2072
N 2.810941 7.922817 4.635079 -1.43 -0.71 1.95 -0.2982
C 1.376366 -11.510582 -2.590231 0.06 0.28 0.15 -0.8319
H -1.399270 -5.446609 -7.776470 0.03 0.07 0.16 0.3169
H -0.984997 5.827589 1.123428 1.52 0.21 -0.27 0.2643
N 0.184223 -11.530775 -1.764183 -0.32 0.42 0.47 0.1373
H -0.798592 1.774836 -0.833091 -0.03 0.05 -0.17 0.2853
O -3.659561 1.544049 -0.247308 -0.15 -0.21 -0.20 -0.6226
N 0.856011 -7.177199 -2.741146 0.04 0.02 -0.89 0.4079
H 0.386967 2.073637 -2.120833 -0.21 -0.04 -0.04 0.3171
O 3.036162 5.398149 5.413635 -1.87 2.24 -1.71 -0.6122
C 1.260299 6.224645 9.842012 -0.03 -0.22 -0.06 -0.8338
C 0.598710 -7.087190 -4.070503 0.19 -0.04 0.70 -0.0305
H -4.400715 -2.592802 -0.673333 0.12 -0.14 -0.01 0.3696
C -2.221077 -7.694570 -9.162546 -0.29 -0.02 -0.10 -0.9510
H -0.693651 0.011343 -4.765228 0.13 0.20 -0.01 0.3128
H -2.735936 -2.122553 -0.257712 -0.06 0.10 -0.07 0.3059
H 0.399610 0.927525 7.086596 0.15 0.04 -0.07 0.3833
Br 2.026080 3.951599 2.739436 -0.37 2.22 1.44 -0.0053
C 0.681918 6.543924 2.359387 1.50 -1.88 0.66 0.4596
H -4.650214 0.542956 -2.625198 -0.17 -0.01 -0.02 0.2776
H 0.342583 8.553196 7.016790 -0.42 0.91 -1.29 -0.0557
H 1.510798 -6.989684 -4.681789 0.09 0.00 0.05 0.3718
C 2.205902 -7.145021 -2.214091 -0.09 -0.06 0.17 -0.9266
H 1.821819 -0.757570 -1.460545 -0.07 -0.21 0.12 0.2356
O -0.510364 -7.107811 -4.577483 -0.06 -0.02 0.07 -0.6824
H 0.422129 5.726506 9.349858 0.14 0.03 -0.12 0.2624
H -0.818467 -8.210014 -2.064556 -0.09 0.20 0.12 0.2088
I 3.275264 12.197738 5.423863 -0.31 -1.58 0.29 0.0270
H 0.850174 3.547892 -6.248190 -0.01 0.07 -0.08 0.3236
H 0.971699 -3.340371 -6.310756 -0.03 0.09 0.07 0.2806
H 1.783846 -1.836562 -6.805442 -0.04 -0.12 -0.15 0.3519
N 0.974402 6.349566 11.261464 -0.20 -0.52 0.69 0.1880
H -1.578918 -12.529064 -1.203175 0.11 0.06 -0.03 0.2879
H 2.477769 1.491161 0.894919 0.03 -0.10 0.02 0.2239
C -4.261377 -6.550658 -8.543123 0.42 -0.09 0.00 0.1242
H 1.032017 0.242899 -4.427139 -0.17 0.18 -0.08 0.2720
H -1.698676 4.419113 -8.199121 0.07 0.15 -0.11 0.3423
C 0.388619 -2.349963 -4.017589 0.05 0.18 -0.45 0.1467
C -2.438927 3.955244 -5.573538 0.15 -0.15 0.24 -0.9216
H -0.008191 4.821542 -7.818131 -0.06 -0.04 0.10 0.2885
C -0.203229 9.328914 6.390161 -0.89 1.24 0.83 -0.4482
H 0.631283 -1.058928 -0.167449 0.14 -0.17 -0.10 0.2473
H 1.909753 8.150040 11.717154 -0.11 0.15 0.06 0.3136
H -2.734880 2.904827 -5.520822 -0.11 0.10 0.09 0.2597
C -1.031287 4.835954 -7.440389 -0.21 -0.06 0.20 -0.9289
H 2.302826 -6.296697 -1.532069 0.16 -0.06 -0.01 0.3183
H 2.936660 -7.042339 -3.018016 -0.14 0.04 -0.01 0.3270
O 0.817328 6.465234 5.753758 2.02 0.24 -2.15 -0.5494
H -3.189694 4.520479 -6.125706 0.15 -0.03 -0.02 0.3771
S 3.026472 8.802858 6.069624 4.90 -2.47 1.14 0.9841
H 0.648000 -0.032270 5.602981 -0.09 -0.07 0.13 0.2886
H 2.299477 -0.597362 0.245687 -0.09 0.13 0.01 0.3101
C 2.362429 2.483108 6.631774 -0.19 -0.08 0.06 -1.0228
C -0.255883 -7.309615 -1.818641 -0.44 0.54 -0.26 -1.1243
C 1.487201 -0.449876 -0.468016 -0.07 0.19 -0.08 -0.7448
C 0.750199 5.225293 11.992047 0.11 0.45 -0.37 0.0988
H 0.613187 5.067065 0.605032 -0.35 1.31 0.54 0.2397
H -1.769775 -6.740816 -6.605127 0.09 0.26 0.11 0.4883
C -0.036950 -10.499952 -0.905458 0.13 -0.43 -0.17 0.0162
H 1.529447 3.035508 6.192205 0.18 0.20 0.08 0.3454
H 0.543694 5.435013 13.054913 0.00 0.10 0.05 0.2470
C 2.107581 10.392257 5.883839 -2.82 1.85 -0.06 -0.1702
O 0.692971 -9.537027 -0.763385 0.30 -0.73 0.07 -0.5127
H -1.027319 9.749638 7.073382 1.11 -0.53 -0.94 0.3924
H -0.203026 -13.570964 -1.633438 -0.17 -0.07 -0.04 0.3377
N 0.518170 -1.636138 -5.166935 -0.01 -0.60 0.41 0.2280
H 2.258581 -11.477912 -1.946491 0.04 0.01 -0.16 0.2986
H 2.290981 2.521219 7.721903 0.00 0.15 -0.03 0.3807
O 4.494522 9.187261 6.111039 -3.87 0.09 -0.88 -0.7042
C 1.486272 5.784873 3.232731 -1.26 2.11 -1.76 -0.2939
C -3.546609 -1.979458 -0.972948 -0.20 0.16 -0.17 -0.9726
H 0.047553 -2.070011 -7.146224 0.12 -0.10 -0.12 0.3409
H -0.752370 8.889467 5.496113 1.09 0.47 1.08 0.1552
O 3.292829 -0.650315 5.111246 -0.15 -0.06 0.04 -0.6421
O -0.116216 2.740161 -4.662906 -0.18 0.06 -0.14 -0.5338
H 3.299547 2.943119 6.318509 -0.16 -0.02 -0.07 0.3072
H -0.915348 -6.443858 -1.927270 -0.02 -0.05 -0.01 0.3254
Br 0.137040 8.407093 2.832687 0.41 -1.80 -0.60 -0.1488
H -4.704614 -5.807446 -7.861004 0.08 0.04 0.07 0.2744
H -2.857490 -5.343102 -6.761696 -0.01 -0.09 -0.10 0.2864
H -1.100587 -12.701957 -2.907539 -0.09 -0.15 0.08 0.3422
H -1.320046 5.868641 -7.229551 0.05 0.02 -0.19 0.3388
C 1.677746 1.892862 0.250963 -0.29 -0.29 -0.43 0.1412
N -2.931143 -6.741464 -8.332762 -0.70 0.31 0.02 0.1700
H -5.395735 -1.070736 -2.467955 0.10 0.02 0.10 0.3955
H -3.206576 -2.288240 -1.964728 0.07 -0.17 0.11 0.3301
C 0.011714 1.328627 -1.415402 -0.02 0.34 0.09 -0.9702
N 2.290798 1.098177 6.200905 0.70 -0.25 -0.36 0.1962
C 1.112041 0.321624 6.527095 0.20 -0.19 -0.17 -0.9822
H -0.361738 0.461609 -1.961179 0.16 -0.01 0.09 0.2717
O 1.387257 3.074652 0.257869 -0.23 -0.66 -1.06 -0.6398
H 0.103245 -7.370333 -0.794942 0.01 0.01 -0.22 0.4580
O 0.766187 4.088389 11.558008 0.01 0.10 -0.03 -0.5846
H 2.398283 -8.072462 -1.671215 0.08 0.12 0.03 0.2879
H -2.358420 4.346472 -4.556916 -0.16 -0.08 -0.03 0.3055
C 3.292906 0.506372 5.501345 -0.44 0.32 0.31 0.1039
H -2.565145 -0.032449 0.392819 0.01 -0.11 -0.02 0.3380
C 0.316385 -0.198042 -5.123586 -0.03 -0.09 0.35 -0.9824
I -0.290197 12.489175 5.746105 0.51 -1.50 0.20 0.0276
```
Positions in Å, forces in eV/Å.